[1]
ORCA calculation (wB97M-V/def2-TZVPD) on 11 unconnected molecules or ions with the total composition C18H34IN11O22S in a non-equilibrium geometry.

Each line ends with the Mulliken charge.
Atoms and positions in Å:
O 2.775 -1.503 -0.730  -0.51
C 1.647 -1.486 -0.354  0.13
N 0.948 -2.676 0.146  -0.43
C -0.497 -2.499 0.154  0.29
O -1.326 -3.359 0.182  -0.47
C -0.685 -0.956 0.114  0.50
C -1.850 -0.112 0.304  -0.39
I -3.723 -1.054 0.763  0.10
C -1.758 1.343 0.177  -0.86
C -0.454 1.921 -0.177  -0.41
C 0.752 1.102 -0.382  0.28
S 2.328 1.857 -0.851  -0.13
C 0.608 -0.333 -0.224  0.37
H 1.143 -2.577 1.159  0.15
H -2.641 2.002 0.305  0.60
H -0.399 3.023 -0.300  0.63
H 3.116 2.016 0.256  0.17
C 5.841 2.895 2.592  -0.63
N 4.403 3.140 2.314  0.90
O 3.705 2.168 2.070  -0.54
O 4.024 4.291 2.344  -0.52
H 6.032 1.828 2.528  0.29
H 6.413 3.435 1.843  0.17
H 6.053 3.265 3.593  0.31
C -0.737 3.961 3.418  -0.66
N -1.869 3.017 3.215  1.00
O -2.985 3.491 3.119  -0.56
O -1.595 1.834 3.159  -0.51
H -1.124 4.970 3.445  0.27
H -0.260 3.704 4.361  0.24
H -0.051 3.834 2.582  0.25
C -3.888 2.890 -3.746  -0.75
N -3.408 3.320 -2.406  0.84
O -4.161 3.991 -1.728  -0.54
O -2.290 2.965 -2.085  -0.43
H -4.893 3.275 -3.896  0.29
H -3.203 3.298 -4.486  0.29
H -3.884 1.803 -3.763  0.29
C -3.842 -5.342 0.148  -0.68
N -5.278 -5.077 -0.141  0.91
O -5.994 -6.035 -0.380  -0.57
O -5.634 -3.918 -0.117  -0.51
H -3.667 -6.413 0.092  0.31
H -3.254 -4.815 -0.599  0.29
H -3.634 -4.967 1.147  0.26
C 1.426 -1.426 4.976  -0.82
N 1.431 -1.713 3.518  0.88
O 2.360 -2.361 3.074  -0.57
O 0.500 -1.277 2.869  -0.38
H 2.310 -1.873 5.423  0.31
H 1.437 -0.345 5.097  0.28
H 0.520 -1.861 5.392  0.30
C -6.130 -8.470 -2.842  -0.69
N -5.709 -8.610 -4.261  0.87
O -6.554 -8.438 -5.119  -0.52
O -4.541 -8.888 -4.464  -0.50
H -7.187 -8.223 -2.814  0.30
H -5.943 -9.422 -2.349  0.30
H -5.537 -7.674 -2.399  0.24
C 8.432 0.799 -0.628  -0.74
N 8.332 1.627 0.604  0.85
O 8.396 1.055 1.672  -0.51
O 8.190 2.828 0.451  -0.49
H 8.554 -0.241 -0.340  0.31
H 7.512 0.938 -1.193  0.29
H 9.296 1.148 -1.188  0.29
C -4.231 -6.885 -6.805  -0.70
N -3.375 -5.882 -7.494  0.86
O -2.382 -6.290 -8.065  -0.52
O -3.733 -4.721 -7.436  -0.53
H -3.795 -7.869 -6.938  0.34
H -4.265 -6.618 -5.752  0.25
H -5.220 -6.837 -7.256  0.30
C 6.759 5.038 -2.018  -0.64
N 5.817 3.958 -2.414  0.85
O 6.054 3.357 -3.444  -0.54
O 4.875 3.754 -1.673  -0.47
H 7.544 5.108 -2.766  0.28
H 6.191 5.965 -1.967  0.30
H 7.172 4.774 -1.047  0.20
C -2.379 6.929 6.397  -0.77
N -1.950 6.785 4.980  0.87
O -2.788 6.952 4.121  -0.48
O -0.778 6.506 4.785  -0.53
H -3.437 7.176 6.417  0.31
H -2.194 5.980 6.894  0.29
H -1.787 7.728 6.838  0.29

Summary:
SMILES   O=C1NC(=O)c2c(I)ccc(S)c21.C[N+](=O)[O-].C[N+](=O)[O-].C[N+](=O)[O-].C[N+](=O)[O-].C[N+](=O)[O-].C[N+](=O)[O-].C[N+](=O)[O-].C[N+](=O)[O-].C[N+](=O)[O-].C[N+](=O)[O-]
E_tot   -99559.879 eV
Maximum force   0.057 hartree/bohr
Highest occupied orbital energy   -8.441 eV

---

[2]
ORCA calculation (wB97M-V/def2-TZVPD) on a molecular structure, C18H34N2O2 in a non-equilibrium geometry.

Each line ends with the natural charge from an NBO analysis.
Atoms and positions in Å:
C 8.275 -1.192 1.219  -0.62
C 8.078 -0.970 -0.346  -0.40
C 7.030 0.213 -0.607  -0.39
C 5.533 -0.303 -0.120  -0.38
H 5.514 -0.578 0.837  0.18
C 4.386 0.705 -0.402  -0.38
H 4.287 0.755 -1.374  0.17
H 4.764 1.775 -0.188  0.18
C 2.992 0.535 0.018  -0.17
C 2.423 -0.741 -0.566  -0.39
C 0.933 -0.751 0.031  -0.38
H 0.953 -1.094 0.972  0.24
C 0.119 0.095 -0.265  -0.24
C -1.236 0.130 0.543  0.69
O -1.431 -0.699 1.335  -0.65
N -2.332 0.738 0.085  -0.64
H -2.047 1.159 -0.812  0.37
C -3.663 0.646 0.507  -0.21
H -3.887 1.819 0.556  0.17
H -3.644 0.184 1.478  0.25
C -4.571 -0.027 -0.676  -0.22
N -5.972 -0.148 0.105  -0.45
C -6.556 -1.220 -0.655  -0.25
C -7.945 -1.527 0.173  -0.08
H -8.455 -2.187 -0.748  0.19
O -8.606 -0.401 -0.023  -0.50
C -8.007 0.463 0.601  0.05
C -6.649 1.108 -0.120  -0.26
H -6.265 1.721 0.552  0.20
H -6.848 1.226 -1.058  0.17
H -8.675 1.619 0.489  0.10
H -7.855 0.384 1.533  0.14
H -7.650 -1.840 1.058  0.18
H -5.961 -2.363 -0.671  0.19
H -6.778 -1.173 -1.771  0.18
H -4.034 -0.795 -0.752  0.17
H -4.525 0.552 -1.707  0.18
C 0.755 1.507 0.786  -0.29
C 2.127 1.779 -0.044  -0.39
H 2.480 2.726 0.529  0.21
H 2.141 1.892 -0.965  0.18
H -0.006 2.448 0.625  0.19
H 0.739 1.249 1.620  0.13
H -0.092 0.348 -1.191  0.20
H 0.429 -1.743 -0.563  0.17
H 3.151 -1.651 -0.423  0.23
H 2.394 -0.620 -1.589  0.18
H 3.272 0.155 1.224  0.15
H 5.231 -1.134 -0.648  0.18
H 7.052 1.109 -0.031  0.20
H 6.847 0.379 -1.700  0.20
H 7.612 -1.852 -0.847  0.21
H 9.035 -0.602 -0.946  0.21
H 8.590 -0.345 1.710  0.20
H 9.151 -1.977 1.363  0.21
H 7.396 -1.486 1.863  0.21

Summary:
ΔE to the lowest compared entry with this formula, charge and spin   451.45 kcal/mol
E_tot   -26274.556 eV
Maximum force   0.388 hartree/bohr
Highest occupied orbital energy   -8.031 eV

---

[3]
ORCA calculation (wB97M-V/def2-TZVPD) on a molecular structure, C18H34N3O3PtSi3 in a non-equilibrium geometry.

Each line ends with the natural charge from an NBO analysis.
Atoms and positions in Å:
Pt -0.277 -0.012 -0.084  0.99
N -1.240 2.224 0.685  -0.85
C -0.593 2.365 1.982  -0.30
C -0.720 1.047 2.772  0.62
O -1.100 1.084 3.946  -0.70
N -0.345 -0.018 2.076  -0.68
C -0.568 -1.300 2.643  -0.37
C -1.693 -2.060 1.788  0.78
O -2.124 -3.088 2.289  -0.71
O -1.992 -1.519 0.709  -0.78
H -2.236 2.077 0.801  0.38
H -1.085 3.028 0.085  0.37
H 0.468 2.575 1.826  0.19
H -1.020 3.172 2.598  0.18
H 0.328 -1.929 2.583  0.18
H -0.918 -1.253 3.681  0.23
C -0.240 -2.428 -4.327  -1.12
Si -0.208 -1.977 -2.450  1.71
C 1.381 -2.771 -1.715  -1.11
C -1.638 -3.082 -1.816  -1.10
C -0.133 -0.078 -2.226  -1.86
Si -1.563 0.867 -3.022  1.71
C -3.242 0.064 -2.593  -1.12
C -1.343 0.961 -4.937  -1.11
C -1.758 2.726 -2.559  -1.11
Si 1.579 0.629 -2.566  1.72
C 2.522 0.002 -4.121  -1.13
C 1.744 2.540 -2.719  -1.11
C 2.758 0.266 -1.096  -0.17
C 4.132 0.079 -1.183  -0.25
C 4.879 -0.158 -0.041  -0.17
C 4.220 -0.202 1.178  -0.25
C 2.853 0.018 1.192  0.05
N 2.151 0.254 0.093  -0.47
H -0.065 -3.492 -4.462  0.22
H 0.501 -1.889 -4.905  0.22
H -1.217 -2.203 -4.742  0.22
H 1.353 -3.852 -1.822  0.23
H 1.450 -2.542 -0.654  0.24
H 2.286 -2.409 -2.192  0.21
H -1.604 -4.051 -2.310  0.22
H -2.609 -2.644 -2.008  0.23
H -1.574 -3.242 -0.747  0.27
H -3.458 -0.778 -3.243  0.23
H -4.063 0.771 -2.674  0.22
H -3.201 -0.304 -1.572  0.26
H -1.206 -0.020 -5.374  0.23
H -0.464 1.550 -5.181  0.22
H -2.198 1.426 -5.421  0.22
H -2.552 2.865 -1.835  0.22
H -2.006 3.322 -3.433  0.23
H -0.846 3.130 -2.140  0.22
H 1.945 0.208 -5.014  0.23
H 2.691 -1.068 -4.079  0.23
H 3.489 0.483 -4.243  0.22
H 1.142 2.916 -3.537  0.23
H 2.773 2.831 -2.907  0.23
H 1.430 3.037 -1.808  0.23
H 4.616 0.120 -2.147  0.22
H 5.948 -0.305 -0.101  0.21
H 4.757 -0.391 2.096  0.22
H 2.295 0.019 2.118  0.23

Summary:
ΔE to the lowest compared entry with this formula, charge and spin   36.32 kcal/mol
E_tot   -56714.856 eV
Maximum force   0.068 hartree/bohr
Highest occupied orbital energy   -4.535 eV
Total charge   -1

---

Q: highest occupied orbital energy of number 3 (C18H34N3O3PtSi3)?
A: -4.535 eV